The following is a DFT calculation (ωB97M-V/def2-TZVPD) of a molecular structure, C4H7N6.

Summary:
Strongest force on any atom ... 4.147 eV Å⁻¹
Kohn-Sham gap (alpha / beta) ... 7.96 / 7.97 eV
E_HOMO (alpha / beta) ... -12.625 / -12.627 eV
Energy relative to the best compared isomer or geometry (same formula, charge and spin) ... 113.7 kcal/mol

ORCA input file:
```
! wB97M-V def2-TZVPD RIJCOSX def2/J DEFGRID3
* xyz 1 1
C -2.344 0.800 -0.522
C -1.213 1.601 -1.098
C -1.754 -0.040 0.332
C 0.635 -0.625 0.459
N -0.078 1.292 -0.571
N 2.817 2.430 -0.070
N 2.840 1.246 0.039
N -0.341 0.206 0.253
N 2.349 0.091 0.130
N 0.635 -1.719 1.191
H -3.358 0.643 -0.973
H -1.221 2.488 -1.790
H -2.243 -0.753 1.041
H 1.811 2.742 -0.181
H 2.911 -0.712 0.248
H -0.111 -1.941 1.779
H 1.425 -2.259 1.267
*
```

Listed below, in e, are the Mulliken charges computed for each atom:
1. C -0.6238
2. C -0.1521
3. C -0.0480
4. C 0.5983
5. N -0.6792
6. N -0.5432
7. N 0.3445
8. N 0.4678
9. N -0.1080
10. N -0.2649
11. H 0.3463
12. H 0.4170
13. H 0.2841
14. H 0.3250
15. H 0.2583
16. H 0.1885
17. H 0.1895